No. 1
An isolated molecule of C5H6O2, computed with the ωB97M-V functional and the def2-TZVPD basis.

SMILES: O=CCC#CCO
HOMO energy: -9.940 eV
gap between HOMO and LUMO: 10.68 eV
maximum force: 0.0102 hartree/bohr
LUMO energy: 0.74 eV

Each line ends with the natural charge from an NBO analysis.
CARTESIAN COORDINATES (ANGSTROEM)
H  1.971  1.901  -0.216  0.470
C  -0.224  -0.402  0.628  -0.015
H  2.918  0.080  1.069  0.189
C  0.953  -0.264  0.402  -0.029
H  -1.915  -0.394  -1.427  0.116
C  -1.675  -0.509  0.783  -0.582
H  -2.050  0.085  1.622  0.255
C  2.365  0.035  0.119  -0.132
H  2.814  -0.766  -0.476  0.209
O  2.518  1.222  -0.632  -0.694
O  -3.361  0.656  -0.481  -0.502
C  -2.378  -0.039  -0.485  0.458
H  -1.962  -1.556  0.954  0.258

Atoms 1-3, force components in eV/Å:
H 0.12 -0.05 -0.11
C 0.50 0.09 -0.13
H -0.08 0.04 -0.13

***

No. 2
A structure of composition C2H3NO2, computed with the ωB97M-V functional and the def2-TZVPD basis.

HOMO energy (alpha / beta): -9.370 / -9.369 eV
gap between HOMO and LUMO (alpha / beta): 9.16 / 9.16 eV
maximum force: 0.1561 hartree/bohr
LUMO energy (alpha / beta): -0.21 / -0.21 eV

Each line ends with the natural charge from an NBO analysis.
CARTESIAN COORDINATES (ANGSTROEM)
O  1.191  0.287  -1.151  -0.673
C  0.353  0.628  -0.076  0.170
H  0.409  1.628  0.220  0.195
N  0.101  -0.417  0.985  -0.534
H  0.767  -0.463  -1.624  0.496
H  0.420  -0.630  1.831  0.423
O  -2.370  -0.907  -0.397  -0.649
C  -0.870  -0.126  0.212  0.572

Atoms 1-3, force components in eV/Å:
O -1.19 -0.14 0.97
C 0.28 -2.16 -1.32
H 0.39 1.33 0.40

***

No. 3
A cluster of 5 separate species, H10O5 in total, computed with the ωB97M-V functional and the def2-TZVPD basis.

SMILES: O.O.O.O.O
HOMO energy: -10.289 eV
gap between HOMO and LUMO: 10.79 eV
maximum force: 0.1282 hartree/bohr
LUMO energy: 0.50 eV

Each line ends with the natural charge from an NBO analysis.
CARTESIAN COORDINATES (ANGSTROEM)
H  3.863  0.621  -0.171  0.482
H  0.472  0.388  1.209  0.462
O  2.951  0.630  -0.481  -0.942
H  2.458  0.206  0.230  0.472
H  -4.705  -1.960  -0.747  0.467
H  3.444  -2.134  -0.126  0.465
H  -1.879  3.285  -0.665  0.461
H  -0.553  0.072  0.131  0.482
O  -0.476  0.402  1.034  -0.941
O  -3.848  -1.840  -0.323  -0.935
O  3.137  -1.233  0.021  -0.975
H  2.674  -1.007  -0.794  0.498
O  -2.092  2.415  -0.307  -0.948
H  -1.455  2.293  0.407  0.484
H  -3.990  -2.139  0.582  0.468

Atoms 1-3, force components in eV/Å:
H -0.39 0.05 -0.15
H -0.14 0.03 0.11
O -0.93 6.25 -1.00

***

No. 4
A cluster of 14 separate species, C49H124N8O20 in total, computed with the ωB97M-V functional and the def2-TZVPD basis.

HOMO energy: -11.869 eV
total charge: +2
gap between HOMO and LUMO: 8.37 eV
maximum force: 0.0608 hartree/bohr
LUMO energy: -3.50 eV

Each line ends with the Mulliken charge.
CARTESIAN COORDINATES (ANGSTROEM)
H  3.662  0.157  -2.228  0.760
N  1.934  3.932  2.868  0.668
H  2.147  -5.613  -2.140  0.110
H  -3.859  -1.505  7.199  0.385
H  -0.004  6.376  0.649  0.043
N  -2.489  1.638  0.016  -0.333
H  -2.421  -5.727  -7.780  0.325
H  -0.089  -2.224  -4.011  0.478
H  -1.788  -2.781  -0.727  -1.151
O  0.038  -5.687  0.903  -0.107
C  3.085  -5.743  3.444  -1.079
C  3.266  -3.727  2.033  -1.279
H  2.976  -2.213  0.655  -1.585
C  -0.960  -3.365  -6.207  -0.392
C  -1.663  -3.857  -7.473  -0.788
H  -0.315  -7.758  0.345  0.306
H  1.794  -4.436  -3.573  0.198
H  1.240  -0.623  -0.328  -1.054
O  3.626  -1.367  2.385  -0.671
H  -0.723  3.535  -4.586  0.417
C  -4.397  -0.608  6.893  -1.637
O  -3.760  3.149  1.863  -0.197
H  2.985  3.914  -4.684  0.377
H  5.546  -1.629  -2.621  0.312
H  -5.348  -2.935  2.031  0.294
C  1.962  -3.763  4.211  -0.696
H  2.415  5.184  -3.593  0.295
C  2.457  4.827  -4.590  -0.801
C  3.941  -0.004  -1.202  -0.025
C  0.954  4.164  -6.452  -0.802
C  -3.302  2.006  -2.322  -1.607
H  -0.844  1.314  -2.351  -1.296
O  0.294  0.080  2.740  0.087
H  5.733  2.956  2.613  0.271
H  -1.538  -5.184  -0.374  0.317
H  -2.876  -1.579  -6.231  0.513
C  0.493  6.191  -5.076  -0.855
H  3.058  5.503  -5.218  0.459
H  -0.046  4.568  -3.243  -0.088
N  1.052  4.747  -5.077  0.188
H  3.064  -0.646  2.710  0.153
O  4.778  2.949  2.555  -0.319
H  8.717  0.984  -0.442  0.324
C  -4.224  -2.616  -1.675  0.797
C  -1.403  0.467  -1.941  0.314
C  -1.239  -5.095  0.714  -1.151
C  1.074  5.906  -1.190  0.539
H  -6.988  0.827  4.167  0.229
C  7.510  1.217  -1.944  -0.858
O  -1.726  -5.250  -7.314  -0.550
C  4.307  3.788  3.579  -0.951
H  -3.217  1.698  -3.375  0.301
H  0.222  1.958  -3.422  -0.413
H  -2.687  5.142  3.920  0.315
H  5.770  0.604  -3.021  0.425
H  2.166  -6.009  3.017  0.465
H  2.701  -4.451  1.448  0.271
H  3.156  -6.031  4.475  0.435
H  -3.181  -0.317  5.152  -0.392
H  -2.049  -5.604  1.265  0.509
H  -2.763  2.984  -2.157  0.266
C  0.206  3.890  -4.076  -0.448
O  1.135  -2.971  -1.767  -0.551
H  -6.278  -3.087  -1.721  0.373
O  1.942  2.881  -2.487  0.017
H  1.546  2.317  -4.462  0.341
C  -4.834  -1.570  4.573  -0.975
H  1.080  3.316  0.943  0.175
H  -3.402  0.198  -1.287  -0.376
H  -0.111  -3.292  -0.624  -0.126
H  1.366  -7.092  0.131  0.329
H  1.537  4.708  -7.192  0.371
H  1.241  5.558  1.862  -0.434
O  -3.506  -3.559  -1.266  -0.766
C  -0.928  -2.901  -3.831  -0.781
H  -0.495  6.168  -5.421  0.400
C  -7.443  2.564  2.427  -0.791
H  2.863  2.315  3.874  -0.132
H  -1.534  -2.617  -2.949  -0.432
H  -6.531  -1.913  2.922  0.519
H  -3.410  2.599  1.106  0.591
H  -0.332  -4.198  -5.863  0.294
C  0.991  2.713  -3.558  0.745
H  -0.201  3.995  2.723  -0.224
H  0.745  1.059  -0.094  -0.146
O  7.978  1.571  -0.628  -0.526
H  -4.421  4.699  3.463  0.231
H  -3.316  -1.453  -4.507  0.127
H  4.836  -0.521  0.839  0.408
N  5.432  -0.133  -1.080  1.125
C  -5.602  -1.938  2.342  -0.632
H  -1.775  -0.799  -5.118  0.394
H  1.678  3.664  -1.945  0.261
H  6.963  -1.624  -1.441  0.404
H  -7.734  2.918  1.408  0.306
H  3.878  -6.209  2.890  0.364
H  2.971  5.348  1.719  0.475
H  -0.311  -2.510  -6.418  0.392
C  2.164  5.306  2.423  -0.622
H  -4.381  1.590  5.640  0.260
C  -3.436  5.083  3.168  -1.221
H  7.721  2.025  -2.610  0.420
H  -2.325  -1.975  1.833  0.147
C  -4.234  -0.379  5.382  1.234
H  2.875  2.958  1.211  0.623
O  -0.601  -0.274  -1.014  0.206
H  -0.388  -3.506  1.774  -0.545
O  1.185  6.288  -2.383  -0.852
C  0.512  3.784  3.499  -0.972
C  -2.480  -1.599  -5.201  -0.760
H  -3.640  5.999  2.602  0.364
C  -0.118  0.648  5.094  -1.204
C  -1.195  -3.640  1.079  1.924
H  1.248  0.327  -1.709  0.094
H  1.777  -2.089  1.899  0.304
H  0.502  1.090  5.864  0.331
O  -7.442  0.314  3.487  -0.403
O  -8.311  0.501  1.506  -0.586
H  -1.136  -3.558  -8.364  0.404
H  0.951  7.715  -0.048  0.324
H  -5.541  -3.047  -0.098  0.395
H  -5.919  -1.548  4.696  0.469
H  -3.995  0.261  7.413  0.432
H  1.082  -3.815  3.591  0.168
C  2.842  -2.329  1.750  2.543
N  3.220  -4.231  3.501  0.266
N  -1.793  -2.967  -5.048  0.678
H  -1.662  2.207  0.070  -0.031
H  5.352  -2.196  -0.936  0.247
H  5.496  1.894  -1.837  0.226
C  5.712  -0.033  0.360  -0.947
H  -2.273  0.905  0.675  0.230
H  4.424  4.855  3.317  0.412
C  0.764  0.243  3.901  0.428
H  -4.289  2.280  -1.979  0.433
N  -4.813  0.931  5.034  -0.614
H  -0.854  1.343  4.668  0.227
H  4.843  3.656  4.521  0.546
H  0.033  -6.653  -0.926  0.294
H  1.754  -4.448  5.061  0.423
C  2.420  -4.684  -2.698  -1.195
H  -0.121  4.236  -6.769  0.345
H  -6.425  2.869  2.703  0.033
C  0.753  0.195  -0.768  1.148
H  -0.740  -1.844  0.020  -0.594
H  3.459  -0.966  -0.965  -1.081
H  4.329  -3.782  1.806  0.093
H  -4.405  -2.546  4.862  0.328
H  6.599  -0.542  0.671  0.373
H  -3.514  -4.269  -5.612  0.458
H  2.167  -2.824  4.706  0.339
H  5.695  1.018  0.678  0.310
N  -0.950  -2.841  -0.181  3.187
O  2.039  0.070  4.247  -0.860
H  -0.565  7.213  -0.805  0.346
C  2.305  -3.424  -1.880  0.243
H  -8.138  2.986  3.166  0.391
H  -2.379  -4.875  -4.414  0.352
H  4.298  -2.746  4.339  0.344
O  -3.837  -1.791  -2.563  -0.736
C  5.908  -1.543  -1.575  -0.996
C  -5.592  -2.535  -1.019  -1.518
O  1.547  4.806  -0.721  -0.576
H  -4.602  1.205  4.108  0.180
H  -2.615  -3.392  -7.477  0.401
H  5.335  -4.005  3.600  0.296
C  2.922  3.397  3.907  0.050
O  3.370  -2.877  -1.513  -0.531
H  -1.702  -0.250  -2.691  0.152
H  0.456  2.735  3.754  0.609
H  3.429  -4.761  -3.032  0.437
C  0.340  6.852  -0.277  -1.176
C  1.883  2.975  1.613  -0.097
H  8.059  0.288  -2.290  0.348
H  -5.638  -1.304  1.462  -0.048
C  -7.752  1.082  2.397  0.770
H  -6.021  -1.526  -0.906  0.303
H  0.426  4.455  4.338  0.479
H  1.533  1.998  1.867  -0.540
H  1.167  6.703  -5.694  0.453
H  -3.284  -3.450  1.176  0.447
H  1.236  3.096  -6.385  0.299
H  -0.670  -0.278  5.414  0.288
H  -3.441  -3.627  -3.914  0.017
H  2.567  3.833  4.856  0.465
O  -4.583  -1.371  3.187  -0.171
H  -5.418  -0.722  7.253  0.349
C  -2.447  -3.102  1.744  -1.789
O  -1.833  4.252  1.533  -0.683
H  4.540  -4.288  5.154  0.383
C  -2.684  1.019  -1.333  0.781
C  5.980  0.926  -1.999  -0.396
C  -2.898  4.118  2.089  0.680
C  0.286  -6.873  0.109  -0.979
H  -0.501  -3.895  -3.596  0.528
H  -2.389  -3.506  2.741  0.648
H  0.542  6.529  -4.046  0.312
C  4.485  -3.810  4.207  -0.742
C  -2.880  -3.967  -4.807  -0.517
H  2.256  6.021  3.262  0.406
H  3.611  0.910  -0.676  0.190

Atoms 1-3, force components in eV/Å:
H 0.21 0.11 -0.66
N -1.75 -2.49 -0.02
H -0.14 0.83 -0.65

***

No. 5
A structure of composition C6H4CaO6, computed with the ωB97M-V functional and the def2-TZVPD basis.

HOMO energy: -19.598 eV
total charge: +2
gap between HOMO and LUMO: 8.10 eV
maximum force: 0.3026 hartree/bohr
LUMO energy: -11.50 eV

Each line ends with the Mulliken charge.
CARTESIAN COORDINATES (ANGSTROEM)
H  1.564  -0.225  2.992  0.264
Ca  -0.215  0.112  -0.732  3.450
O  1.014  0.586  1.182  -0.637
O  -1.772  -0.438  -3.309  -0.043
C  -1.187  -0.231  -2.341  -0.445
C  0.831  -0.388  2.173  -0.725
O  1.600  2.059  -2.243  -0.086
O  1.696  -2.185  -1.395  -0.080
H  0.659  1.433  1.556  0.353
O  -2.030  -1.835  0.780  -0.060
O  -2.126  2.409  -0.068  -0.088
H  1.030  -1.392  1.746  0.341
C  -1.408  1.546  -0.317  -0.341
C  -1.348  -1.103  0.212  -0.112
C  0.918  1.328  -1.675  -0.019
C  0.978  -1.322  -1.146  -0.130
H  -0.201  -0.352  2.584  0.356

Atoms 1-3, force components in eV/Å:
H -0.53 -0.23 -0.41
Ca 5.79 1.83 9.10
O -0.91 2.29 -0.68